## 1
{
  "formula": "CH2O2S",
  "method": "wB97M-V/def2-TZVPD",
  "homo_energy_ev": -10.55,
  "orbital_gap_ev": 8.51,
  "lumo_ev": -2.036,
  "elements": ["C", "O", "O", "S", "H", "H"],
  "coordinates": [[0.093, 0.377, 0.247], [1.965, -0.240, 1.708], [-1.475, -0.645, -1.083], [0.916, -0.838, 0.882], [-0.099, 1.413, 0.089], [-1.399, -0.067, -1.843]],
  "lowdin_charge": [-0.153, -0.543, -0.207, 0.912, 0.031, -0.040]
}

## 2
{
  "formula": "CH2O2S",
  "method": "wB97M-V/def2-TZVPD",
  "homo_energy_ev": -9.27,
  "orbital_gap_ev": 9.71,
  "lumo_ev": 0.442,
  "elements": ["C", "H", "H", "O", "O", "S"],
  "coordinates": [[0.129, -0.186, 0.195], [0.822, -1.367, -1.140], [1.073, -0.497, 1.570], [1.066, -1.057, -0.263], [0.250, -0.081, 1.542], [-0.825, 0.756, -0.740]],
  "lowdin_charge": [-0.962, 0.109, 0.070, 0.016, 0.062, 0.705]
}

## 3
{
  "formula": "CH2O2S",
  "method": "wB97M-V/def2-TZVPD",
  "homo_energy_ev": -10.32,
  "orbital_gap_ev": 10.30,
  "lumo_ev": -0.026,
  "elements": ["C", "O", "O", "S", "H", "H"],
  "coordinates": [[0.228, 0.434, -0.395], [-1.108, -1.395, 0.859], [0.872, 0.121, 0.781], [-0.837, 0.014, 1.010], [0.457, 1.486, -0.658], [0.387, -0.660, -1.599]],
  "lowdin_charge": [-0.410, -0.494, -0.357, 0.965, 0.062, 0.234]
}

## 4
{
  "formula": "CH2O2S",
  "method": "wB97M-V/def2-TZVPD",
  "homo_energy_ev": [-9.26, -9.26],
  "orbital_gap_ev": [8.78, 8.78],
  "lumo_ev": [-0.483, -0.482],
  "elements": ["C", "O", "O", "S", "H", "H"],
  "coordinates": [[-1.123, 0.385, -0.061], [-3.347, -0.985, -0.107], [-0.271, 1.413, -0.086], [-2.784, 0.318, 0.016], [-0.243, -0.990, -0.725], [0.568, 1.380, 0.412]],
  "lowdin_charge": [-0.515, -0.572, -0.099, 0.844, 0.216, 0.125]
}

Quick one: most stable of them? 2

## 1
{
  "formula": "C4H8N3S",
  "method": "wB97M-V/def2-TZVPD",
  "homo_energy_ev": -11.42,
  "orbital_gap_ev": 6.66,
  "total_charge": 1,
  "lumo_ev": -4.762,
  "elements": ["C", "C", "C", "C", "N", "N", "N", "S", "H", "H", "H", "H", "H", "H", "H", "H"],
  "coordinates": [[3.202, 0.104, 1.188], [-1.775, 1.100, -0.615], [2.959, -0.413, -0.149], [-3.070, 0.622, -0.074], [-0.694, 0.460, -0.750], [0.210, -0.203, -0.605], [2.665, -1.413, -0.925], [3.416, 1.188, -0.313], [2.465, 0.406, 1.787], [4.169, -0.173, 1.648], [-1.533, 2.111, -0.802], [-2.969, -0.484, -0.009], [-3.765, 0.733, -0.909], [-3.368, 1.242, 0.933], [2.020, -2.142, -0.646], [2.998, -1.280, -1.865]],
  "lowdin_charge": [-0.208, -0.212, -0.671, -0.075, -0.124, 0.177, 0.193, 1.075, 0.038, 0.116, 0.109, 0.082, 0.068, 0.144, 0.147, 0.142]
}

## 2
{
  "formula": "C4H8N3S",
  "method": "wB97M-V/def2-TZVPD",
  "homo_energy_ev": -12.17,
  "orbital_gap_ev": 7.35,
  "total_charge": 1,
  "lumo_ev": -4.814,
  "elements": ["C", "C", "C", "C", "N", "N", "N", "S", "H", "H", "H", "H", "H", "H", "H", "H"],
  "coordinates": [[1.550, 1.211, -0.467], [1.910, -1.106, -0.236], [0.112, 0.007, 0.832], [-3.099, 0.373, 0.014], [0.575, 1.192, 0.339], [2.246, 0.039, -0.826], [0.919, -1.143, 0.626], [-1.667, -0.422, -0.714], [1.889, 2.136, -0.902], [2.478, -2.005, -0.446], [-0.454, 0.043, 1.750], [-3.618, 0.893, -0.789], [-2.765, 1.093, 0.759], [-3.740, -0.383, 0.466], [3.022, 0.084, -1.472], [0.639, -2.014, 1.066]],
  "lowdin_charge": [-0.101, -0.019, -0.306, -0.485, 0.082, 0.146, 0.105, 0.685, 0.146, 0.177, 0.123, 0.032, 0.033, 0.027, 0.175, 0.181]
}

Quick one: most stable of them? 2

## 1
{
  "formula": "C2H4BrNO2",
  "method": "wB97M-V/def2-TZVPD",
  "homo_energy_ev": -9.39,
  "orbital_gap_ev": 10.10,
  "lumo_ev": 0.705,
  "elements": ["C", "C", "N", "O", "O", "Br", "H", "H", "H", "H"],
  "coordinates": [[-1.101, -0.038, 0.616], [-0.122, -0.499, -0.311], [1.519, 0.615, -0.398], [1.796, 0.815, -1.500], [2.010, 0.867, 0.641], [-0.483, -0.717, -2.134], [-1.808, 0.794, 0.277], [-0.757, 0.343, 1.637], [-1.593, -0.922, 0.920], [0.539, -1.256, 0.252]],
  "lowdin_charge": [-0.202, -0.685, -0.410, 0.012, 0.071, 0.805, 0.110, 0.117, 0.063, 0.119]
}

## 2
{
  "formula": "C2H4BrNO2",
  "method": "wB97M-V/def2-TZVPD",
  "homo_energy_ev": [-9.27, -10.44],
  "orbital_gap_ev": [8.81, 8.50],
  "lumo_ev": [-0.462, -1.943],
  "elements": ["C", "C", "N", "O", "O", "Br", "H", "H", "H", "H"],
  "coordinates": [[0.754, -0.953, -0.165], [-0.301, -0.071, -0.407], [-1.098, 0.600, 0.581], [-0.904, 0.480, 1.761], [-2.043, 1.241, 0.148], [-0.825, 0.344, -2.162], [1.003, -0.864, 0.899], [1.572, -0.841, -0.802], [0.597, -1.943, -0.354], [1.245, 2.006, 0.501]],
  "lowdin_charge": [-0.139, -0.648, -0.481, 0.052, -0.029, 0.850, 0.107, 0.074, 0.068, 0.145]
}

Quick one: most stable of them? 1

## 1
{
  "formula": "C20H22N2O3",
  "method": "wB97M-V/def2-TZVPD",
  "homo_energy_ev": -7.79,
  "orbital_gap_ev": 8.47,
  "lumo_ev": 0.674,
  "elements": ["C", "C", "C", "C", "C", "C", "C", "H", "H", "N", "C", "O", "C", "N", "C", "C", "C", "C", "C", "C", "H", "H", "C", "H", "H", "H", "H", "H", "C", "C", "H", "H", "H", "H", "C", "H", "C", "O", "O", "H", "H", "H", "H", "H", "H", "H", "H"],
  "coordinates": [[2.406, -0.545, -5.828], [1.580, -0.475, -4.580], [1.852, -1.294, -3.492], [1.098, -1.213, -2.336], [0.048, -0.308, -2.256], [-0.238, 0.513, -3.338], [0.528, 0.428, -4.484], [0.303, 1.070, -5.324], [-1.058, 1.210, -3.272], [-0.718, -0.224, -1.065], [-0.948, 0.964, -0.466], [-0.534, 2.034, -0.865], [-1.687, 0.835, 0.875], [-1.183, -0.290, 1.625], [-0.121, -0.100, 2.516], [0.696, 1.030, 2.515], [1.708, 1.164, 3.446], [1.957, 0.182, 4.395], [1.151, -0.949, 4.386], [0.129, -1.090, 3.469], [-0.495, -1.971, 3.498], [1.320, -1.731, 5.113], [3.050, 0.347, 5.408], [2.675, 0.886, 6.279], [3.879, 0.916, 4.992], [3.418, -0.620, 5.743], [2.330, 2.048, 3.420], [0.571, 1.802, 1.771], [-1.245, -1.569, 0.941], [-1.399, -1.406, -0.582], [-0.981, -2.277, -1.089], [-2.456, -1.336, -0.863], [-2.086, -2.169, 1.317], [-0.323, -2.117, 1.155], [-3.230, 0.757, 0.708], [-3.710, 1.263, 1.544], [-3.602, 1.443, -0.583], [-3.640, 0.905, -1.659], [-3.855, 2.737, -0.405], [-4.003, 3.184, -1.253], [-3.562, -0.278, 0.676], [-1.476, 1.752, 1.429], [1.334, -1.843, -1.491], [2.668, -2.000, -3.544], [1.768, -0.619, -6.707], [3.075, -1.402, -5.807], [3.008, 0.358, -5.930]],
  "lowdin_charge": [-0.054, -0.284, -0.044, -0.012, -0.201, 0.007, -0.032, 0.115, 0.116, 0.024, -0.420, 0.094, -0.182, -0.061, -0.227, -0.007, -0.042, -0.293, -0.048, -0.026, 0.110, 0.110, -0.058, 0.082, 0.075, 0.074, 0.113, 0.106, -0.123, -0.097, 0.127, 0.116, 0.122, 0.121, -0.010, 0.130, -0.542, 0.114, 0.132, 0.140, 0.120, 0.153, 0.115, 0.109, 0.079, 0.072, 0.083]
}

## 2
{
  "formula": "C20H22N2O3",
  "method": "wB97M-V/def2-TZVPD",
  "homo_energy_ev": -8.40,
  "orbital_gap_ev": 8.92,
  "lumo_ev": 0.526,
  "elements": ["C", "H", "H", "H", "C", "C", "H", "H", "H", "C", "H", "H", "H", "C", "O", "C", "C", "N", "C", "C", "C", "C", "C", "C", "H", "H", "H", "H", "C", "H", "H", "C", "O", "N", "H", "C", "C", "C", "C", "C", "O", "H", "H", "H", "H", "H", "H"],
  "coordinates": [[2.974, 2.583, 2.457], [3.259, 1.870, 3.228], [3.165, 2.130, 1.489], [3.608, 3.462, 2.554], [1.508, 2.989, 2.630], [1.357, 3.705, 3.977], [1.962, 4.608, 3.993], [0.318, 3.973, 4.148], [1.674, 3.055, 4.789], [1.055, 3.945, 1.520], [1.144, 3.501, 0.534], [1.663, 4.848, 1.546], [0.016, 4.227, 1.673], [0.592, 1.755, 2.641], [-0.209, 1.596, 3.542], [0.694, 0.764, 1.569], [1.292, 0.812, 0.330], [1.123, -0.357, -0.338], [0.391, -1.214, 0.451], [-0.040, -2.514, 0.208], [-0.769, -3.137, 1.198], [-1.061, -2.488, 2.400], [-0.635, -1.201, 2.646], [0.098, -0.545, 1.659], [-0.861, -0.697, 3.571], [-1.634, -3.013, 3.150], [-1.122, -4.146, 1.042], [0.186, -3.023, -0.719], [1.555, -0.610, -1.680], [2.423, 0.010, -1.916], [1.856, -1.659, -1.778], [0.490, -0.339, -2.761], [0.810, -0.041, -3.890], [-0.782, -0.457, -2.340], [-0.979, -0.797, -1.410], [-1.904, -0.376, -3.260], [-2.415, -1.738, -3.599], [-2.084, -2.601, -4.601], [-2.852, -3.771, -4.384], [-3.585, -3.533, -3.264], [-3.326, -2.308, -2.778], [-4.300, -4.130, -2.734], [-2.854, -4.660, -4.981], [-1.386, -2.419, -5.392], [-1.539, 0.117, -4.163], [-2.697, 0.217, -2.798], [1.822, 1.608, -0.157]],
  "lowdin_charge": [-0.037, 0.095, 0.063, 0.087, -0.528, -0.055, 0.085, 0.084, 0.088, -0.030, 0.065, 0.089, 0.095, -0.309, 0.095, -0.066, 0.011, -0.053, -0.189, -0.027, -0.087, -0.082, -0.004, -0.094, 0.107, 0.101, 0.101, 0.110, -0.028, 0.139, 0.139, -0.472, 0.066, 0.097, 0.126, -0.080, -0.265, -0.018, -0.063, -0.124, 0.046, 0.118, 0.100, 0.113, 0.130, 0.134, 0.125]
}

Quick one: most stable of them? 1

## 1
{
  "formula": "C3HNO2",
  "method": "wB97M-V/def2-TZVPD",
  "homo_energy_ev": -11.80,
  "orbital_gap_ev": 10.72,
  "lumo_ev": -1.074,
  "elements": ["C", "C", "C", "N", "O", "O", "H"],
  "coordinates": [[-0.463, 0.738, 0.523], [0.786, 0.368, 1.289], [-0.254, -1.252, -2.337], [1.809, 0.463, 1.817], [-1.474, 0.112, 0.239], [-0.171, -2.247, -1.773], [-0.233, 1.819, 0.243]],
  "lowdin_charge": [-0.233, -0.142, 0.013, 0.161, 0.052, 0.009, 0.141]
}

## 2
{
  "formula": "C3HNO2",
  "method": "wB97M-V/def2-TZVPD",
  "homo_energy_ev": -9.72,
  "orbital_gap_ev": 8.54,
  "lumo_ev": -1.189,
  "elements": ["O", "C", "C", "O", "C", "N", "H"],
  "coordinates": [[-1.614, -1.293, -0.299], [-1.494, -0.155, -0.033], [0.539, 0.000, 0.356], [-0.247, 0.735, -0.365], [1.940, 0.124, 0.098], [3.090, 0.026, -0.031], [-2.215, 0.579, 0.288]],
  "lowdin_charge": [0.161, -0.193, -0.097, 0.009, -0.194, 0.169, 0.146]
}

## 3
{
  "formula": "C3HNO2",
  "method": "wB97M-V/def2-TZVPD",
  "homo_energy_ev": -11.47,
  "orbital_gap_ev": 9.29,
  "lumo_ev": -2.183,
  "elements": ["C", "C", "C", "H", "N", "O", "O"],
  "coordinates": [[1.365, -0.245, 0.107], [0.149, 0.653, 0.123], [-1.191, -0.175, 0.081], [2.483, 0.114, 0.040], [-2.181, -0.726, -0.038], [1.188, -1.442, -0.100], [0.167, 1.888, -0.105]],
  "lowdin_charge": [-0.162, -0.256, -0.105, 0.170, 0.174, 0.073, 0.107]
}

Quick one: most stable of them? 1

## 1
{
  "formula": "C3HNO2",
  "method": "wB97M-V/def2-TZVPD",
  "homo_energy_ev": -11.23,
  "orbital_gap_ev": 9.35,
  "lumo_ev": -1.875,
  "elements": ["O", "C", "C", "O", "C", "N", "H"],
  "coordinates": [[-0.942, 0.885, -1.253], [0.179, 0.700, -0.865], [0.471, -0.279, 0.268], [1.559, -0.372, 0.781], [-0.710, -0.955, 0.819], [-1.625, -1.227, 1.469], [1.068, 1.249, -1.220]],
  "lowdin_charge": [0.113, -0.165, -0.339, 0.152, -0.103, 0.205, 0.138]
}

## 2
{
  "formula": "C3HNO2",
  "method": "wB97M-V/def2-TZVPD",
  "homo_energy_ev": -10.34,
  "orbital_gap_ev": 8.59,
  "lumo_ev": -1.748,
  "elements": ["C", "C", "C", "N", "O", "O", "H"],
  "coordinates": [[0.699, 1.012, -1.129], [0.005, -0.505, 0.931], [0.137, 0.190, -0.213], [1.231, 1.715, -1.872], [-1.152, -1.129, 0.894], [-1.591, -0.683, -0.381], [0.671, -0.600, 1.770]],
  "lowdin_charge": [-0.200, -0.104, 0.054, 0.197, -0.050, -0.037, 0.140]
}

Quick one: most stable of them? 1